# C10H20N6O2SZr

C10H20N6O2SZr as an isolated structure (ωB97M-V with the def2-TZVPD basis set, the Open Molecules 2025 dataset).

Structure (ORCA input):
```
! wB97M-V def2-TZVPD RIJCOSX def2/J DEFGRID3
* xyz 2 1
Zr -0.556 -0.971 -1.719
N 0.191 0.920 -0.561
C 1.340 0.613 0.342
C 1.138 1.093 1.785
C -0.086 0.545 2.533
C -0.093 -0.954 2.819
N 1.099 -1.438 3.514
C 1.285 -1.441 4.829
N 2.455 -1.840 5.325
N 0.329 -1.033 5.663
C 1.713 -0.867 0.236
O 2.427 -1.431 1.018
O 1.160 -1.454 -0.825
H 0.364 1.780 -1.069
H -0.637 1.082 -0.002
H 2.211 1.132 -0.070
H 1.087 2.183 1.778
H 2.056 0.852 2.323
H -1.020 0.759 2.002
H -0.171 1.103 3.469
H -0.166 -1.545 1.906
H -0.986 -1.243 3.375
H 1.871 -1.710 2.918
H 3.182 -2.178 4.718
H 2.592 -1.957 6.314
H -0.590 -0.804 5.329
H 0.453 -1.081 6.660
S -2.286 -1.268 -0.382
C -2.902 1.395 -6.447
N -1.915 0.944 -5.453
C -0.561 1.206 -5.474
C -0.046 0.626 -4.365
N -1.072 0.006 -3.658
C -2.183 0.236 -4.363
H -2.389 1.519 -7.396
H -3.334 2.338 -6.123
H -3.664 0.628 -6.546
H -0.106 1.762 -6.274
H 0.981 0.597 -4.038
H -3.170 -0.102 -4.091
*
```

The HOMO energy is -14.94 eV. The value obtained for the frontier orbital gap is 8.853 eV. The calculation puts the energy above the lowest of the compared OMol25 structures with the same formula, charge and spin at 0.0 kJ/mol. As for the energy: -35836.49928 eV.

***

# C18H22AsMoN2PS6

C18H22AsMoN2PS6 as an isolated structure (ωB97M-V with the def2-TZVPD basis set, the Open Molecules 2025 dataset).

Structure (ORCA input):
```
! wB97M-V def2-TZVPD RIJCOSX def2/J DEFGRID3
* xyz 2 1
Mo 0.972 1.518 0.491
S 5.197 2.431 -1.637
As 4.191 3.113 -0.052
S 2.381 -0.070 0.591
S 1.949 3.353 -0.491
S 4.583 3.609 1.859
C -0.426 0.354 2.984
C -1.156 0.684 4.315
N -1.049 2.105 4.610
C 0.346 2.499 4.686
C 1.036 2.299 3.305
N 0.046 1.642 2.380
C -1.126 2.565 2.190
C -1.730 2.880 3.591
H -1.079 -0.137 2.261
H 0.455 -0.271 3.138
H -0.720 0.118 5.137
H -2.211 0.420 4.252
H 0.840 1.899 5.449
H 0.407 3.543 4.989
H 1.915 1.655 3.372
H 1.339 3.247 2.854
H -1.843 2.062 1.538
H -0.769 3.474 1.694
H -2.792 2.637 3.602
H -1.626 3.939 3.823
S 2.159 -1.728 -0.768
P 0.444 -1.343 -1.740
S -0.335 0.485 -0.962
C 0.665 -1.073 -3.478
C 0.579 -2.176 -4.334
C 0.849 -2.003 -5.680
C 1.202 -0.749 -6.160
C 1.292 0.342 -5.306
C 1.030 0.187 -3.956
C -0.823 -2.543 -1.392
C -0.692 -3.460 -0.351
C -1.731 -4.339 -0.096
C -2.882 -4.300 -0.872
C -3.007 -3.384 -1.909
C -1.977 -2.500 -2.181
H 0.301 -3.151 -3.955
H 0.786 -2.846 -6.354
H 1.410 -0.619 -7.214
H 1.566 1.314 -5.692
H 1.108 1.034 -3.286
H 0.214 -3.499 0.241
H -1.637 -5.066 0.699
H -3.685 -4.996 -0.673
H -3.902 -3.365 -2.514
H -2.065 -1.794 -2.998
*
```

The HOMO energy is -14.47 eV. The value obtained for the frontier orbital gap is 6.207 eV. As for the energy: -158984.30585 eV.

***

# C8H26CoO6

C8H26CoO6 as an isolated structure in a non-equilibrium geometry (ωB97M-V with the def2-TZVPD basis set, the Open Molecules 2025 dataset).

Structure (ORCA input):
```
! wB97M-V def2-TZVPD RIJCOSX def2/J DEFGRID3
* xyz 0 4
Co -21.382 -5.373 29.226
O -23.295 -5.818 29.636
H -23.939 -5.901 30.365
O -19.523 -4.892 28.667
H -18.968 -5.609 28.303
C -20.842 -6.670 33.230
C -21.355 -5.483 32.389
O -20.583 -5.430 31.247
H -19.816 -6.503 33.556
H -20.812 -7.576 32.625
H -21.474 -6.873 34.094
H -21.353 -4.603 33.033
H -22.425 -5.625 32.233
H -19.691 -5.259 31.560
C -23.829 -4.341 25.669
C -22.770 -5.451 25.946
O -21.886 -5.020 26.954
H -24.836 -4.614 25.984
H -23.935 -4.200 24.593
H -23.604 -3.405 26.180
H -22.224 -5.590 25.013
H -23.277 -6.415 25.999
H -21.236 -4.383 26.650
C -18.811 -8.196 28.773
C -20.090 -7.897 27.909
O -21.060 -7.420 28.905
H -18.050 -8.441 28.033
H -19.072 -9.105 29.316
H -18.502 -7.350 29.387
H -20.472 -8.819 27.470
H -19.988 -7.157 27.115
H -21.917 -7.817 28.731
C -20.315 -2.221 30.697
C -21.780 -2.481 30.438
O -21.843 -3.229 29.267
H -19.790 -3.160 30.521
H -19.969 -1.728 31.606
H -19.985 -1.573 29.884
H -22.352 -1.566 30.284
H -22.221 -2.984 31.299
H -21.932 -2.642 28.513
*
```

Its expectation value of S² is 3.76. The HOMO energy (alpha / beta) is -7.89 / -7.74 eV. The value obtained for the frontier orbital gap (alpha / beta) is 8.622 / 8.473 eV. The calculation puts the energy above the lowest of the compared OMol25 structures with the same formula, charge and spin at 129.3 kJ/mol. As for the energy: -58627.78615 eV.